(a)
{"formula": "C4H10N2", "method": "ωB97M-V/def2-TZVPD", "symbols": ["C", "C", "N", "H", "H", "H", "H", "H", "C", "C", "N", "H", "H", "H", "H", "H"], "xyz": [[0.929, 0.716, 1.641], [0.708, -0.547, 1.969], [-0.489, -1.207, 1.726], [0.175, 1.338, 1.174], [1.850, 1.231, 1.847], [1.410, -1.251, 2.394], [-1.346, -0.731, 1.505], [-0.563, -2.198, 1.818], [0.869, 0.286, -1.505], [-0.288, 0.840, -1.827], [-1.485, 0.098, -1.914], [1.007, -0.789, -1.422], [1.792, 0.816, -1.319], [-0.428, 1.881, -2.087], [-1.323, -0.894, -1.778], [-2.049, 0.291, -2.724]], "e_lumo_ev": 1.15, "smiles": "C=CN.C=CN"}

(b)
{"formula": "C4H10N2", "method": "ωB97M-V/def2-TZVPD", "symbols": ["C", "C", "C", "C", "N", "N", "H", "H", "H", "H", "H", "H", "H", "H", "H", "H"], "xyz": [[-0.265, 0.036, -1.153], [-0.693, -0.293, 0.254], [-0.019, 0.961, 0.045], [-2.118, -0.347, 0.628], [2.643, -0.160, -0.169], [2.173, 0.898, 0.520], [0.549, -0.714, -1.552], [-0.974, 0.268, -1.895], [-0.044, -1.156, 0.764], [-0.384, 2.017, 0.241], [-2.554, 0.587, 0.479], [-2.323, -0.510, 1.651], [-2.558, -1.235, 0.125], [2.220, -1.016, -0.065], [2.579, 0.079, -1.215], [1.767, 0.587, 1.341]], "e_lumo_ev": [0.84, 0.78]}

(c)
{"formula": "C4H10N2", "method": "ωB97M-V/def2-TZVPD", "symbols": ["C", "C", "C", "C", "N", "N", "H", "H", "H", "H", "H", "H", "H", "H", "H", "H"], "xyz": [[1.179, -1.206, 0.046], [2.344, -0.315, -0.205], [-2.614, 0.054, 0.150], [0.125, 0.892, 0.168], [-1.628, -0.830, -0.236], [-0.155, -0.510, -0.031], [1.332, -2.158, -0.286], [2.302, -0.019, -1.228], [3.373, -1.006, -0.204], [2.470, 0.531, 0.426], [-3.024, 0.039, 1.239], [-2.613, 1.150, -0.060], [-3.492, -0.343, -0.318], [0.299, 1.149, 1.215], [0.811, 1.110, -0.566], [-0.710, 1.462, -0.109]], "e_lumo_ev": [0.62, 0.45]}

Here are the energies relative to the best structure, in eV: (a) 0.000; (b) 3.894; (c) 4.596.

(a)
{"formula": "C4H10N2", "method": "ωB97M-V/def2-TZVPD", "symbols": ["N", "C", "C", "C", "C", "N", "H", "H", "H", "H", "H", "H", "H", "H", "H", "H"], "xyz": [[0.852, 2.510, -0.855], [0.595, 1.492, 0.037], [0.686, 0.176, -0.195], [0.473, -0.832, 0.914], [-0.783, -1.760, 0.700], [-1.594, -1.524, -0.462], [0.762, 2.288, -1.832], [0.569, 3.453, -0.665], [0.207, 1.735, 1.023], [1.182, -0.172, -1.097], [0.418, -0.363, 1.887], [1.363, -1.436, 0.818], [-1.410, -1.572, 1.579], [-0.523, -2.807, 0.845], [-1.851, -0.561, -0.562], [-1.087, -1.715, -1.320]], "e_lumo_ev": 1.07, "smiles": "N/C=C/CCN"}

(b)
{"formula": "C4H10N2", "method": "ωB97M-V/def2-TZVPD", "symbols": ["H", "N", "C", "N", "C", "C", "C", "H", "H", "H", "H", "H", "H", "H", "H", "H"], "xyz": [[-0.849, 2.029, 0.972], [-0.447, 1.138, 1.631], [0.309, 0.264, 0.990], [0.883, -1.157, 1.793], [0.396, 0.130, -0.498], [-0.520, -1.323, -0.597], [-0.227, 1.454, -1.261], [1.445, -1.993, 1.351], [0.843, -1.014, 2.745], [1.474, -0.044, -0.923], [-1.499, -1.148, -0.024], [-0.032, -2.299, -0.117], [-0.645, -1.465, -1.691], [-1.368, 1.627, -1.006], [0.454, 2.402, -1.047], [-0.216, 1.399, -2.318]], "e_lumo_ev": 0.89, "smiles": "[H]/N=C(/N)C(C)C"}

Here are the energies relative to the best structure, in eV: (a) 0.000; (b) 2.720.

(a)
{"formula": "C4H5N", "method": "ωB97M-V/def2-TZVPD", "symbols": ["C", "C", "C", "C", "N", "H", "H", "H", "H", "H"], "xyz": [[1.633, -0.330, 0.375], [1.516, 0.274, -0.807], [0.173, -0.008, -0.262], [-1.139, 0.630, -0.114], [-0.946, -0.683, -0.785], [2.204, -1.072, 0.924], [0.487, -0.429, 0.952], [-1.306, 1.514, -0.727], [-1.716, 0.580, 0.806], [-0.956, -0.632, -1.802]], "e_lumo_ev": 1.05}

(b)
{"formula": "C4H5N", "method": "ωB97M-V/def2-TZVPD", "symbols": ["C", "C", "C", "C", "N", "H", "H", "H", "H", "H"], "xyz": [[-2.273, -1.776, 0.026], [-1.915, -0.582, -0.111], [-1.388, 0.624, -0.084], [1.240, 0.242, 0.006], [-1.623, 1.843, 0.090], [-2.605, -2.733, 0.166], [1.000, 0.822, 0.856], [1.822, 0.748, -0.848], [1.012, -0.813, 0.011], [-0.987, 2.669, 0.277]], "e_lumo_ev": [-0.16, -0.06]}

Here are the energies relative to the best structure, in eV: (a) 0.314; (b) 0.000.

(a)
{"formula": "C4H5N", "method": "ωB97M-V/def2-TZVPD", "symbols": ["C", "C", "C", "C", "N", "H", "H", "H", "H", "H"], "xyz": [[-1.050, 0.365, -0.024], [2.356, -0.224, -0.034], [1.594, 0.766, 0.231], [-2.244, -0.491, 0.004], [-2.044, 1.055, -0.085], [3.395, -0.248, -0.007], [1.927, -1.332, -0.170], [1.271, 1.755, 0.197], [-2.600, -0.875, -0.977], [-2.604, -0.772, 0.866]], "e_lumo_ev": [-1.00, 0.12]}

(b)
{"formula": "C4H5N", "method": "ωB97M-V/def2-TZVPD", "symbols": ["C", "C", "C", "C", "N", "H", "H", "H", "H", "H"], "xyz": [[1.712, 1.693, -0.210], [0.549, 1.169, -0.084], [-0.342, 0.129, 0.235], [-0.181, -1.341, 0.031], [-1.202, -0.391, -0.683], [2.301, 2.661, -0.286], [-0.756, 0.459, 1.158], [-0.436, -1.924, 0.984], [0.640, -1.578, -0.809], [-2.287, -0.877, -0.334]], "e_lumo_ev": 0.79, "smiles": "C#C[C@@H]1CN1"}

Here are the energies relative to the best structure, in eV: (a) 2.131; (b) 0.000.

(a)
{"formula": "C3H5FO", "method": "ωB97M-V/def2-TZVPD", "symbols": ["F", "C", "C", "C", "H", "H", "H", "O", "H", "H"], "xyz": [[0.469, -1.245, 1.117], [-0.463, -0.521, 0.442], [-0.662, 0.561, -0.253], [-1.898, -0.204, 0.270], [-0.303, 1.207, -0.924], [-2.380, 0.274, 1.190], [-2.639, -0.650, -0.370], [2.762, -0.124, -0.654], [3.146, 0.770, -0.738], [1.968, -0.067, -0.080]], "e_lumo_ev": 0.79, "smiles": "FC1=CC1.O"}

(b)
{"formula": "C3H5FO", "method": "ωB97M-V/def2-TZVPD", "symbols": ["C", "C", "F", "C", "O", "H", "H", "H", "H", "H"], "xyz": [[1.017, -0.061, 1.313], [0.565, -0.206, 0.044], [1.378, -0.360, -0.990], [-0.911, -0.112, -0.352], [-1.082, 0.908, -1.312], [2.023, -0.131, 1.557], [0.273, 0.260, 2.004], [-1.243, -1.125, -0.784], [-1.584, 0.089, 0.503], [-0.435, 0.739, -1.982]], "e_lumo_ev": 0.96, "smiles": "C=C(F)CO"}

Here are the energies relative to the best structure, in eV: (a) 2.397; (b) 0.000.

(a)
{"formula": "C2H5OS", "method": "ωB97M-V/def2-TZVPD", "symbols": ["S", "H", "O", "C", "C", "H", "H", "H", "H"], "xyz": [[1.827, 2.799, 0.631], [1.562, 4.110, 0.845], [-0.977, -2.676, -0.800], [-0.328, -1.819, -0.256], [-0.644, -0.371, -0.176], [0.548, -2.103, 0.396], [-1.166, 0.022, 0.687], [-1.146, -0.107, -1.107], [0.325, 0.146, -0.220]], "e_lumo_ev": 3.61, "charge": -1}

(b)
{"formula": "C2H5OS", "method": "ωB97M-V/def2-TZVPD", "symbols": ["S", "H", "O", "C", "C", "H", "H", "H", "H"], "xyz": [[-1.821, -1.411, 1.190], [-0.773, -2.391, 1.075], [0.052, 1.092, -2.188], [0.055, 0.416, -1.089], [0.624, 0.682, 0.310], [-0.362, -0.572, -1.289], [1.758, 0.601, 0.461], [0.166, -0.122, 0.917], [0.300, 1.707, 0.612]], "e_lumo_ev": 4.15, "charge": -1}

Here are the energies relative to the best structure, in eV: (a) 0.000; (b) 0.484.

(a)
{"formula": "C2H5OS", "method": "ωB97M-V/def2-TZVPD", "symbols": ["O", "C", "C", "H", "H", "H", "H", "S", "H"], "xyz": [[-0.754, -0.128, 1.794], [-0.276, 0.956, 1.573], [0.328, 1.388, 0.269], [-0.292, 1.726, 2.380], [1.130, 0.692, 0.002], [0.642, 2.431, 0.292], [-0.394, 1.184, -0.525], [0.274, -1.124, -1.650], [0.736, -2.158, -2.376]], "e_lumo_ev": 3.95, "charge": -1}

(b)
{"formula": "C2H5OS", "method": "ωB97M-V/def2-TZVPD", "symbols": ["C", "S", "H", "H", "H", "O", "C", "H", "H"], "xyz": [[0.528, 0.758, 1.734], [-0.428, 0.339, 0.204], [1.539, 0.353, 1.608], [0.548, 1.836, 1.889], [0.043, 0.292, 2.597], [0.590, -1.210, -2.257], [-0.522, -0.853, -1.896], [-1.003, 0.026, -2.377], [-1.295, -1.541, -1.502]], "e_lumo_ev": 4.39, "charge": -1}

Here are the energies relative to the best structure, in eV: (a) 0.000; (b) 0.861.

(a)
{"formula": "C2H5OS", "method": "ωB97M-V/def2-TZVPD", "symbols": ["S", "H", "O", "C", "C", "H", "H", "H", "H"], "xyz": [[1.436, 4.555, -0.497], [2.536, 3.907, -0.060], [-2.054, -1.825, 0.915], [-1.271, -0.995, 0.503], [-0.031, -1.376, -0.244], [-1.514, 0.048, 0.770], [-0.101, -1.001, -1.272], [0.124, -2.447, -0.203], [0.876, -0.866, 0.088]], "e_lumo_ev": 3.36, "charge": -1}

(b)
{"formula": "C2H5OS", "method": "ωB97M-V/def2-TZVPD", "symbols": ["C", "S", "H", "H", "H", "O", "C", "H", "H"], "xyz": [[-1.137, 1.154, -0.163], [0.251, 0.552, -1.170], [-1.879, 0.385, 0.074], [-0.781, 1.527, 0.799], [-1.681, 1.965, -0.656], [-0.014, -1.144, 1.732], [0.737, -1.198, 0.760], [1.717, -0.716, 0.742], [0.540, -1.937, -0.024]], "e_lumo_ev": 4.23, "charge": -1}

Here are the energies relative to the best structure, in eV: (a) 0.000; (b) 0.381.